The following is a quantum chemistry calculation of a molecular structure, C42H37IrNP2Si at a distorted geometry, from OMol25.

XYZ file:
```
84
Properties=species:S:1:pos:R:3:forces:R:3
Ir -0.197623 0.825240 0.048127 -1.02 2.25 -1.24
C 2.276460 3.214068 -0.613765 -0.37 -0.04 0.36
P 2.186418 1.413692 -0.208924 -0.39 -0.56 0.60
C 2.875247 1.261689 1.452654 -0.08 -0.14 -0.06
C 4.193205 0.923916 1.730898 -0.02 0.09 -0.13
C 4.611575 0.846281 3.051936 0.05 0.00 0.06
C 3.724209 1.105284 4.085941 0.01 -0.02 -0.02
C 2.405106 1.450802 3.810797 -0.04 0.01 0.06
C 1.982224 1.519686 2.496517 0.11 -0.01 -0.16
C 3.148510 0.539956 -1.441381 -0.26 -0.33 -0.08
C 3.300649 1.056923 -2.729130 -0.06 0.16 0.15
C 3.867913 0.276691 -3.722102 0.04 -0.01 -0.10
C 4.255999 -1.028772 -3.450261 -0.04 0.05 0.05
C 4.100717 -1.547383 -2.170562 0.07 -0.07 -0.07
C 3.550992 -0.770270 -1.167451 0.06 0.13 0.12
C 0.998822 3.585044 -1.251589 0.36 0.60 -1.07
C 0.687868 4.620913 -2.183602 0.90 -0.77 0.71
C -0.677464 4.609479 -2.349024 -1.08 -0.93 0.66
C -1.159343 3.531509 -1.557207 -0.29 1.19 -0.90
C -2.533129 3.049072 -1.351541 0.28 0.00 0.52
P -2.511839 1.424557 -0.499307 -0.22 -0.11 -1.37
C -4.271733 1.146974 -0.158143 0.37 -0.20 0.56
C -4.785630 1.432292 1.104720 0.13 -0.02 0.02
C -6.144615 1.294851 1.340186 -0.01 0.02 0.05
C -6.983791 0.865841 0.323011 0.02 0.00 0.03
C -6.472599 0.594673 -0.940078 -0.03 0.00 -0.03
C -5.118696 0.734418 -1.189465 0.10 0.03 -0.03
C -1.997626 0.177149 -1.726935 0.21 0.16 0.91
C -0.987295 0.454511 -2.669241 0.38 0.28 -0.02
C -0.530496 -0.547408 -3.514722 0.07 -0.30 -0.14
C -1.051665 -1.827959 -3.422446 0.18 0.30 -0.11
C -2.039709 -2.115102 -2.480300 -0.34 0.13 0.19
C -2.490634 -1.135020 -1.622416 -0.24 -0.43 -0.25
N -0.125099 2.944038 -0.900887 0.24 -1.27 0.77
H 3.141428 3.457702 -1.228424 0.08 -0.15 0.04
H 2.383633 3.733499 0.345081 0.14 -0.11 0.00
H 4.887093 0.719949 0.924519 0.01 -0.01 0.03
H 5.637312 0.583693 3.274281 -0.01 -0.01 -0.01
H 4.056531 1.034224 5.112990 0.01 0.03 0.00
H 1.720134 1.660476 4.621569 -0.02 0.00 -0.02
H 0.946181 1.783125 2.265448 -0.01 0.05 0.09
H 2.982272 2.066970 -2.959459 -0.02 -0.03 -0.03
H 4.008260 0.690147 -4.712053 -0.01 -0.01 0.00
H 4.681351 -1.637887 -4.236421 0.03 0.00 0.01
H 4.406152 -2.562374 -1.952990 0.03 0.01 0.01
H 3.445131 -1.170136 -0.167164 0.00 -0.04 -0.05
H 1.395337 5.312310 -2.613598 0.02 0.02 0.08
H -1.278996 5.259307 -2.964124 0.00 -0.05 -0.02
H -3.108399 2.989235 -2.277748 -0.11 -0.23 0.07
H -3.068620 3.751562 -0.695529 -0.10 -0.14 0.00
H -4.125568 1.762383 1.898307 -0.03 -0.03 0.04
H -6.546890 1.522109 2.318013 0.01 -0.01 0.00
H -8.041229 0.742917 0.514758 0.00 0.02 -0.02
H -7.131838 0.274388 -1.735790 0.01 0.01 0.00
H -4.731299 0.538378 -2.180320 0.01 -0.05 -0.03
H -0.604880 1.460896 -2.786674 -0.02 -0.02 -0.01
H 0.230851 -0.320177 -4.248958 0.00 0.01 0.02
H -0.681846 -2.606037 -4.076690 -0.04 -0.01 -0.02
H -2.452743 -3.113337 -2.418927 0.01 -0.01 0.02
H -3.239444 -1.375714 -0.878234 -0.01 0.05 -0.02
C 3.991989 -3.657798 1.942131 -0.01 0.02 -0.04
C 3.489417 -2.603102 2.692106 -0.01 0.06 0.06
C 2.327458 -1.956861 2.296487 0.00 -0.07 0.13
C 1.653489 -2.355302 1.141573 -0.51 0.46 -0.16
C 2.164425 -3.424550 0.399539 0.00 -0.07 0.00
C 3.320123 -4.076187 0.801588 0.01 -0.07 -0.04
Si 0.077810 -1.562064 0.483449 1.14 -0.88 -0.11
C -1.447896 -1.830735 1.568967 0.41 0.79 -0.33
C -1.761733 -1.062845 2.692248 -0.03 0.07 0.12
C -2.854964 -1.394089 3.478890 -0.03 0.03 0.06
C -3.650710 -2.478161 3.135431 0.00 0.11 0.04
C -3.348617 -3.241635 2.013452 0.08 -0.08 -0.07
C -2.261262 -2.910670 1.219944 -0.22 -0.05 -0.07
H 4.902055 -4.156657 2.248443 -0.02 -0.01 0.02
H 4.001565 -2.286406 3.591752 -0.01 -0.01 -0.01
H 1.944873 -1.145711 2.904789 0.02 -0.01 -0.01
H 1.655505 -3.757527 -0.498088 0.01 0.01 0.00
H 3.691001 -4.916950 0.229050 0.02 0.02 0.00
H -0.163320 -2.306292 -0.783737 0.08 0.24 0.16
H -1.146226 -0.211488 2.964263 0.04 -0.05 0.05
H -3.079177 -0.814287 4.364907 -0.03 0.01 -0.03
H -4.514657 -2.724913 3.738244 0.04 -0.04 0.03
H -3.952998 -4.104604 1.765782 -0.01 0.02 -0.01
H -2.035006 -3.506419 0.342641 0.00 -0.02 0.03
```
Forces are in eV/Å.

Output
spin multiplicity = 2
net charge = +2
highest occupied orbital energy (spin up / spin down) = -12.8 / -12.6 eV
energy above the lowest of the compared OMol25 structures with the same formula, charge and spin = 0.000 eV
⟨S²⟩ = 0.8639
LUMO level (spin up / spin down) = -9.1 / -8.8 eV
energy = -74922.990 eV

The following is a quantum chemistry calculation of a molecular structure, C42H37P2TeTl at a distorted geometry, from OMol25.

XYZ file:
```
83
Properties=species:S:1:pos:R:3:forces:R:3
C 1.499241 2.949654 -1.289263 0.41 -0.36 -0.14
C 2.422438 2.270330 -0.474135 -0.65 -0.70 -0.23
C 3.567646 1.667170 -1.007890 -0.23 0.25 -0.18
C 3.855717 1.853978 -2.358121 0.06 0.08 0.27
C 3.001197 2.616064 -3.153773 -0.03 0.04 -0.01
C 1.810698 3.131563 -2.635286 -0.06 0.21 0.10
P 1.823477 1.589365 1.088509 3.65 1.87 0.02
C 3.244710 1.163296 2.130117 -0.62 -0.71 0.32
C 3.493805 -0.195053 2.434110 -0.20 0.36 -0.49
C 4.666902 -0.526776 3.098208 0.14 0.05 0.13
C 5.545287 0.475536 3.518056 -0.15 0.01 -0.15
C 5.239466 1.817335 3.296876 -0.29 0.21 -0.13
C 4.076369 2.174324 2.617748 0.02 -0.11 -0.10
Tl -0.902800 0.135788 0.986320 -1.90 -2.83 -0.53
P -1.560217 -1.019930 -1.767632 -0.06 0.58 -0.21
C -0.089325 -1.121926 -2.844296 0.56 -0.17 0.03
C 0.083172 -0.360991 -4.009141 -0.04 -0.09 0.14
C 1.308360 -0.369701 -4.676735 0.39 -0.24 0.21
C 2.395730 -1.093719 -4.162007 -0.68 0.50 -0.27
C 2.228250 -1.840108 -3.002329 0.40 -0.36 0.07
C 0.998075 -1.901512 -2.375198 -0.73 0.55 0.27
C -2.339171 -2.665564 -1.741276 -0.30 -0.33 0.40
C -3.353294 -2.885047 -0.779953 0.42 0.16 0.05
C -3.847065 -4.166922 -0.556382 -0.08 0.05 -0.11
C -3.378011 -5.246168 -1.311985 0.09 0.25 -0.05
C -2.420786 -5.026745 -2.302477 -0.01 0.15 -0.07
C -1.905754 -3.744841 -2.526819 0.12 0.08 0.16
C -2.710799 0.183875 -2.509915 -0.33 0.21 0.00
C -3.211429 1.209587 -1.684961 0.63 -0.31 -0.36
C -3.958147 2.248109 -2.207587 -0.35 0.13 -0.39
C -4.301423 2.249145 -3.560873 0.20 -0.37 -0.16
C -3.885576 1.189616 -4.382670 0.04 -0.10 -0.07
C -3.091369 0.154395 -3.861545 -0.35 0.40 0.12
C 0.931439 2.980981 1.885867 -1.19 -0.43 0.80
C 1.283351 4.312577 1.586363 0.24 -0.24 -0.54
C 0.608068 5.380730 2.176568 0.00 -0.28 0.07
C -0.409322 5.146407 3.099691 -0.01 -0.23 -0.16
C -0.711314 3.831208 3.466498 -0.02 0.12 0.14
C -0.027755 2.756514 2.903489 0.02 -0.11 -0.43
H -3.726044 -2.038176 -0.186382 0.13 -0.41 -0.19
H -4.603883 -4.332970 0.208909 0.15 0.09 -0.19
H -3.770382 -6.251132 -1.138175 0.16 0.36 -0.05
H -2.064091 -5.861526 -2.905320 -0.11 0.24 0.11
H -1.159861 -3.583494 -3.308783 -0.17 -0.12 0.30
H -0.740714 0.231491 -4.404426 0.33 -0.09 0.13
H 1.425238 0.203978 -5.595392 -0.05 -0.14 0.21
H 3.353641 -1.062460 -4.670519 -0.10 -0.04 0.07
H 3.074716 -2.389971 -2.583341 -0.30 0.08 -0.19
H 0.857239 -2.511187 -1.477977 0.14 0.12 -0.27
H -2.981066 1.199711 -0.626238 -0.02 0.08 -0.03
H -4.283010 3.060533 -1.566765 -0.04 -0.12 -0.03
H -4.900747 3.062104 -3.976208 0.21 -0.28 0.13
H -4.170987 1.171435 -5.449057 0.18 0.00 0.73
H -2.773435 -0.664086 -4.505534 -0.09 0.17 0.10
H 2.098785 4.521647 0.891116 -0.39 -0.07 0.06
H 0.861138 6.398394 1.887781 0.07 -0.23 0.11
H -0.965595 5.986468 3.526159 0.22 -0.38 -0.12
H -1.494642 3.657099 4.201384 0.24 -0.07 -0.10
H -0.235374 1.737873 3.258431 0.02 0.42 -0.12
H 2.765360 -0.972131 2.145870 0.54 0.41 0.09
H 4.907342 -1.569181 3.284478 -0.09 0.15 0.05
H 6.471698 0.218203 4.026762 -0.22 -0.01 -0.09
H 5.896954 2.607974 3.640237 0.01 -0.16 0.05
H 3.809546 3.222037 2.460771 0.25 -0.27 0.01
H 4.188349 1.037784 -0.370943 0.03 0.21 -0.21
H 4.751345 1.398170 -2.772122 -0.16 0.16 -0.02
H 3.263249 2.804745 -4.195344 -0.14 -0.13 0.26
H 1.119208 3.688366 -3.270971 0.27 -0.20 0.14
H 0.542209 3.275313 -0.880371 0.27 0.15 -0.17
H -2.532655 0.211986 1.625909 0.10 0.85 0.06
H 1.535977 0.298746 0.557417 -0.95 0.38 0.65
Te 0.184186 -2.395128 1.563451 0.62 -0.08 -0.29
C -1.072744 -3.039514 3.107073 -0.94 0.21 0.97
C -1.651135 -4.344228 3.145651 0.64 1.45 -0.03
C -2.481026 -4.666025 4.220171 0.06 -0.04 -0.03
C -2.750949 -3.718796 5.216294 0.00 0.40 -0.36
C -2.217946 -2.423676 5.152877 0.17 -0.01 -0.29
C -1.359294 -2.071054 4.107016 -0.22 -1.42 -0.46
H -1.408561 -5.039395 2.342864 -0.25 0.00 0.28
H -2.936897 -5.664465 4.269768 0.26 0.52 0.02
H -3.437079 -3.959541 6.019524 0.13 -0.08 -0.02
H -2.467476 -1.667362 5.899740 0.03 -0.38 -0.11
H -0.900430 -1.091106 4.018047 -0.12 -0.05 0.30
```
Forces are in eV/Å.

Output
spin multiplicity = 1
net charge = +2
highest occupied orbital energy (spin up / spin down) = -12.8 / -12.8 eV
energy above the lowest of the compared OMol25 structures with the same formula, charge and spin = 1.706 eV
LUMO level (spin up / spin down) = -8.1 / -8.1 eV
energy = -74701.007 eV